1.
This record from the Open Molecules 2025 dataset describes one molecule with the formula C4H10N2O at a distorted geometry. The level of theory is ωB97M-V/def2-TZVPD.

CARTESIAN COORDINATES (ANGSTROEM)
C  0.328  1.351  0.866
C  0.204  -0.166  0.770
N  -0.158  -0.899  1.979
C  -0.782  -0.620  -0.323
C  -0.429  -0.009  -1.656
N  0.520  -0.714  -2.359
O  -0.946  0.995  -2.104
H  -0.596  1.855  1.178
H  1.066  1.602  1.632
H  0.594  1.866  -0.054
H  1.199  -0.503  0.471
H  0.505  -0.769  2.720
H  -0.981  -0.486  2.389
H  -1.769  -0.260  -0.039
H  -0.824  -1.704  -0.390
H  0.823  -0.423  -3.261
H  1.248  -1.116  -1.819

Output
Kohn-Sham gap = 10.6 eV
multiplicity = 1
energy relative to the best compared isomer or geometry (same formula, charge and spin) = 58.4 kJ/mol
HOMO energy = -9.7 eV
total energy = -9338.383 eV
LUMO = 0.91 eV



2.
This record from the Open Molecules 2025 dataset describes one molecule with the formula C4H10N2O at a distorted geometry. The level of theory is ωB97M-V/def2-TZVPD.

CARTESIAN COORDINATES (ANGSTROEM)
C  -3.049  -0.892  0.079
N  -2.059  -0.128  -0.071
O  -2.239  1.139  -0.778
N  -0.779  -0.312  0.197
C  0.391  0.463  -0.369
C  1.260  -0.508  -1.108
C  1.010  1.253  0.665
H  -4.015  -0.442  -0.026
H  -3.092  -2.025  0.145
H  -0.494  -0.759  1.050
H  -0.061  1.216  -1.152
H  1.790  -1.175  -0.382
H  0.655  -1.162  -1.680
H  1.922  0.173  -1.745
H  1.534  0.645  1.413
H  0.328  1.833  1.278
H  1.820  1.886  0.297

Output
Kohn-Sham gap = 9.4 eV
multiplicity = 1
energy relative to the best compared isomer or geometry (same formula, charge and spin) = 567.9 kJ/mol
HOMO energy = -8.6 eV
total energy = -9333.101 eV
LUMO = 0.86 eV



3.
This record from the Open Molecules 2025 dataset describes C4H10N2O2 as an isolated structure at a distorted geometry. The level of theory is ωB97M-V/def2-TZVPD.

CARTESIAN COORDINATES (ANGSTROEM)
C  -0.273  -0.532  0.604
C  -0.658  0.649  -0.149
C  0.261  -1.658  -0.943
N  -2.007  0.988  -0.259
C  0.122  1.817  1.077
O  0.826  -0.728  1.387
O  1.601  -1.134  -1.073
N  1.328  2.128  1.122
H  1.601  -0.746  0.767
H  2.168  -1.765  -1.531
H  -1.120  -1.061  1.046
H  -0.110  0.887  -1.058
H  -2.410  0.850  -1.173
H  -2.602  0.640  0.480
H  1.937  1.426  0.687
H  0.277  -2.690  -0.580
H  -0.295  -1.555  -1.880
H  -0.647  2.483  1.476

Output
Kohn-Sham gap = 8.3 eV
multiplicity = 1
energy relative to the best compared isomer or geometry (same formula, charge and spin) = 536.9 kJ/mol
HOMO energy = -7.7 eV
total energy = -11381.338 eV
LUMO = 0.63 eV